(1)
A 2-piece molecular cluster, C6H5O3 overall in a non-equilibrium geometry. Source: OMol25; level of theory: wB97M-V/def2-TZVPD.

Geometry as XYZ:
```
14
Properties=species:S:1:pos:R:3
C 2.86084 -1.98839 0.30590
C 3.26583 -3.10857 0.51616
C 1.12078 1.12676 0.55587
C 1.18988 -0.00162 -0.32943
C -1.67684 0.15887 0.53304
C -1.15313 0.13313 -0.93140
O 1.04327 1.69784 1.64788
O 1.57322 1.42883 -0.70058
O 0.14544 -0.43486 -1.08939
H -2.76898 0.28954 0.43099
H -1.28058 -0.79755 0.98231
H -1.19695 0.88853 1.04999
H -1.25432 1.10095 -1.41172
H -1.86846 -0.49347 -1.55961
```

The orbital gap (alpha / beta) comes out at 7.50 / 7.42 eV. The relative energy (zero: lowest compared OMol25 entry of this formula, charge and spin) comes out at 226.8 kcal per mole. For the HOMO energy (alpha / beta), the calculation gives -4.7 / -4.5 eV. The electronic energy comes out at -12436.734 eV. The total charge is -1.



(2)
A 16-piece molecular cluster, C71H164Cl10 overall in a non-equilibrium geometry. Source: OMol25; level of theory: wB97M-V/def2-TZVPD.

Geometry as XYZ:
```
245
Properties=species:S:1:pos:R:3
C 6.90658 -5.68482 -3.91972
C 5.86424 -4.89307 -4.72773
C 4.95218 -3.92012 -3.82467
C 3.84452 -4.75430 -3.08240
C 3.02479 -3.97790 -2.08322
C 2.21494 -4.92475 -1.11393
H 7.49734 -6.43796 -4.47668
H 6.53671 -6.19088 -3.03787
H 7.61006 -4.96772 -3.52520
H 6.37433 -4.25334 -5.48935
H 5.22040 -5.61984 -5.25951
H 4.50394 -3.26426 -4.53016
H 5.55599 -3.25325 -3.22462
H 3.22980 -5.05540 -3.89117
H 4.19373 -5.65380 -2.58779
H 3.71932 -3.37836 -1.46124
H 2.41536 -3.28547 -2.65974
H 1.52023 -4.39020 -0.49746
H 1.67518 -5.64814 -1.74161
H 2.94551 -5.50838 -0.58947
C -3.61823 -2.34839 3.77492
C -2.96635 -3.71358 3.76957
C -1.46395 -3.62893 4.15880
C -0.77398 -4.97848 4.15697
C -0.73962 -5.51933 2.74091
C 0.01245 -6.83948 2.60569
H -3.03148 -1.54484 3.19607
H -3.75790 -1.85949 4.78777
H -4.60739 -2.23486 3.31498
H -3.43446 -4.43730 4.50134
H -3.01732 -4.15232 2.77308
H -1.34072 -3.26927 5.19171
H -0.93818 -2.86916 3.46826
H 0.20629 -4.87428 4.61281
H -1.26498 -5.70907 4.82037
H -1.70017 -5.53924 2.26505
H -0.18409 -4.87592 2.04784
H 0.05997 -7.34121 1.64360
H 1.06702 -6.75930 2.85833
H -0.43780 -7.66721 3.23984
C 9.74990 1.64184 -3.35570
C 9.22201 1.33681 -1.92220
C 7.72219 1.51076 -1.88858
C 7.23352 0.96864 -0.53410
C 5.72345 1.04816 -0.25064
C 5.35622 2.48191 0.17734
H 9.24647 0.98552 -4.05451
H 10.83273 1.64114 -3.57072
H 9.44043 2.69416 -3.53598
H 9.51710 0.28702 -1.72643
H 9.72648 1.91288 -1.12426
H 7.21555 1.01912 -2.67728
H 7.46725 2.54305 -1.98198
H 7.39082 -0.12345 -0.47324
H 7.76379 1.51069 0.31539
H 5.11042 0.65067 -1.12019
H 5.55617 0.45080 0.65616
H 4.36604 2.59572 0.62024
H 6.06764 2.79122 1.01617
H 5.56787 3.11673 -0.69704
C 0.69272 4.67437 -0.39218
C 1.57334 3.65566 -1.10080
C 0.84634 2.74564 -2.12127
C -0.14193 3.44014 -3.08198
C -0.62838 2.44034 -4.11688
C -1.71370 2.92702 -5.04857
H -0.13595 4.15342 0.06186
H 0.40532 5.40634 -1.12948
H 1.23853 5.24556 0.35367
H 2.37629 4.16077 -1.68218
H 2.12543 2.98645 -0.40641
H 0.27261 2.02765 -1.46502
H 1.70691 2.31581 -2.63823
H -0.89571 3.96312 -2.45264
H 0.36905 4.25901 -3.61528
H 0.28440 2.08198 -4.63383
H -1.04264 1.55857 -3.67039
H -2.38411 3.72244 -4.60578
H -1.32026 3.37505 -5.93790
H -2.30763 2.04695 -5.33173
C -6.83875 -2.93237 1.57475
C -7.14515 -1.46763 1.99621
C -7.44306 -0.68228 0.69236
C -7.40790 0.83592 0.90593
C -7.81389 1.70716 -0.31071
C -7.75772 3.19779 -0.04559
H -5.90143 -2.85993 0.98051
H -7.61131 -3.47553 1.03493
H -6.63792 -3.56577 2.44368
H -8.03000 -1.41493 2.67089
H -6.28482 -0.99658 2.43755
H -8.42178 -1.01149 0.33238
H -6.68209 -1.03121 -0.09280
H -8.10543 1.12313 1.70672
H -6.36196 1.14130 1.11263
H -7.20926 1.54330 -1.26205
H -8.83032 1.42649 -0.61488
H -8.03512 3.81448 -0.88551
H -8.41663 3.41676 0.77378
H -6.75631 3.55932 0.22174
C -6.66190 1.71676 6.74960
C -5.66848 0.82847 5.98639
C -5.15998 1.49820 4.74585
C -4.38561 2.83231 5.01222
C -3.98532 3.48511 3.72643
C -3.52548 4.92227 3.97446
H -6.88174 1.11729 7.57930
H -7.60193 1.91551 6.21921
H -6.09153 2.58131 7.04023
H -4.85230 0.48909 6.64319
H -6.12976 -0.13930 5.70962
H -6.00046 1.72895 4.06784
H -4.54702 0.79651 4.08519
H -5.02085 3.53976 5.49469
H -3.59566 2.49667 5.63807
H -3.05455 2.96217 3.35355
H -4.75818 3.26160 2.96395
H -4.19545 5.46658 4.54570
H -2.59105 4.89546 4.50544
H -3.30385 5.50489 3.03837
C 6.42433 5.83086 -3.92825
C 5.79566 4.50677 -3.76904
C 4.74789 4.20019 -4.79986
C 4.08901 2.84940 -4.59351
C 4.96884 1.57762 -4.89831
C 4.56890 0.30041 -4.13168
H 5.75711 6.68601 -4.00373
H 6.98560 5.83168 -4.90294
H 7.21879 6.01295 -3.18413
H 6.62343 3.74873 -3.73200
H 5.33922 4.44059 -2.78354
H 5.15532 4.18419 -5.83608
H 4.01568 5.05380 -4.72727
H 3.82584 2.66809 -3.48605
H 3.13619 2.75112 -5.03608
H 4.79437 1.27093 -5.91401
H 6.01071 1.79893 -4.72810
H 5.50587 -0.37266 -3.98447
H 4.19551 0.57540 -3.12454
H 3.78685 -0.27309 -4.63493
C -4.90044 -4.71965 -5.28227
C -4.94398 -3.62817 -4.19271
C -4.02972 -4.07239 -2.98249
C -3.63587 -2.94061 -1.99363
C -2.81471 -3.48444 -0.79929
C -1.42408 -4.13182 -0.97816
H -3.84936 -4.95335 -5.44479
H -5.27539 -4.27712 -6.21194
H -5.41244 -5.64724 -5.01772
H -4.58091 -2.66822 -4.55225
H -5.93652 -3.32730 -3.82071
H -3.04107 -4.52216 -3.34385
H -4.48438 -4.88879 -2.39401
H -3.01231 -2.20472 -2.52991
H -4.56727 -2.43729 -1.67926
H -2.66908 -2.71945 -0.04114
H -3.50877 -4.10212 -0.19853
H -1.45245 -5.20801 -1.12310
H -0.87100 -3.49733 -1.70682
H -0.83360 -4.07011 0.02024
C -3.50764 0.31146 0.17582
C -2.04171 0.02837 -0.18931
C -1.14853 -0.44974 0.97699
C 0.34185 -0.33429 0.59487
C 1.25560 -1.23291 1.54512
C 2.66812 -0.79046 1.35821
H -3.65429 1.16849 0.82546
H -3.91255 -0.57364 0.67637
H -4.09627 0.44423 -0.75751
H -2.05389 -0.82148 -0.98400
H -1.59421 0.98623 -0.57633
H -1.37978 -1.50302 1.24000
H -1.27754 0.14618 1.89949
H 0.70863 -0.52951 -0.46862
H 0.58442 0.73562 0.78124
H 0.94366 -1.08637 2.58728
H 1.07878 -2.28486 1.27068
H 3.32441 -1.43836 1.98512
H 2.95023 -0.91933 0.26610
H 2.81785 0.19965 1.72820
C -5.92808 0.47618 -5.03342
C -5.26256 0.95297 -3.77267
C -5.37905 2.47465 -3.55601
C -4.57590 2.96793 -2.30150
C -4.52187 4.45999 -2.07367
C -3.64802 4.74298 -0.88748
H -7.03503 0.42206 -4.84410
H -5.55879 -0.56375 -5.24922
H -5.76967 1.03097 -5.99812
H -5.68980 0.44799 -2.86911
H -4.18117 0.72975 -3.78949
H -6.40059 2.81249 -3.48820
H -4.94175 2.96960 -4.45834
H -4.98618 2.40041 -1.40320
H -3.57062 2.65034 -2.48875
H -4.08746 4.92474 -3.00582
H -5.51975 4.93750 -2.00696
H -2.73062 4.12741 -1.06364
H -3.32643 5.76684 -0.78869
H -4.24465 4.58047 0.00881
C 3.53994 4.60468 2.47062
C 2.61429 3.38789 2.54003
C 1.77196 3.47596 3.81150
C 0.84101 2.26352 3.98610
C -0.14811 2.26160 5.10212
C -0.71636 0.84207 5.16932
H 4.14858 4.62773 3.31266
H 2.98718 5.56726 2.38140
H 4.16903 4.68036 1.58088
H 1.94042 3.30193 1.62137
H 3.20485 2.44575 2.66767
H 1.12273 4.34578 3.78119
H 2.39038 3.55037 4.69863
H 0.33859 2.03108 3.04242
H 1.41153 1.33976 4.22178
H 0.38563 2.57676 5.99415
H -0.98484 2.95829 4.96375
H -1.28777 0.69448 6.06674
H -1.45250 0.60754 4.39181
H 0.15800 0.14170 5.16342
C 2.48348 -2.87286 4.94917
Cl 3.10304 -4.19681 3.87192
Cl 3.72839 -1.63960 5.31097
H 1.67629 -2.34334 4.35636
H 2.32870 -3.45653 5.86069
C -1.30116 -2.07534 -5.60204
Cl -0.50693 -1.83345 -4.05513
Cl -2.81530 -1.05574 -5.61088
H -0.57185 -1.85506 -6.38863
H -1.70575 -3.08668 -5.60580
C 7.34675 -4.16282 0.72657
Cl 5.79860 -3.28462 1.21354
Cl 8.04749 -3.91318 -0.88660
H 8.02146 -3.75960 1.50089
H 7.08954 -5.18431 0.80688
C 1.48527 -1.53565 8.92514
Cl 0.63567 -2.67981 7.90008
Cl 0.88711 0.14441 8.94182
H 1.39943 -1.93961 9.97088
H 2.49344 -1.55447 8.47176
C 6.71154 -0.52991 3.31182
Cl 6.65206 1.23481 3.43708
Cl 7.27724 -1.22404 4.77611
H 5.68894 -0.90256 3.07372
H 7.49208 -0.76074 2.56787
```

The orbital gap comes out at 10.78 eV. The relative energy (zero: lowest compared OMol25 entry of this formula, charge and spin) comes out at 6.7 kcal per mole. For the HOMO energy, the calculation gives -10.4 eV. The electronic energy comes out at -201509.713 eV. The total charge is 0.



(3)
C4H9NO2 as an isolated structure. Source: OMol25; level of theory: wB97M-V/def2-TZVPD.

Geometry as XYZ:
```
16
Properties=species:S:1:pos:R:3
N 1.04302 0.52592 1.46208
C 1.17129 -0.77134 1.05453
O 1.88537 -1.59801 1.58985
C 0.28360 -1.13514 -0.11013
C -1.06300 -0.80458 -0.06563
C -1.32553 1.08149 -0.92000
O -0.22434 1.65419 -1.16681
H 1.66936 0.81809 2.19876
H 0.73373 1.23005 0.79705
H 1.04289 -0.15418 -1.12065
H 0.63490 -1.96714 -0.71388
H -1.75272 -1.37137 -0.68455
H -1.45060 -0.46701 0.88911
H -1.93861 0.71585 -1.75587
H -1.88070 1.39662 -0.03276
H 0.80420 0.61985 -1.32566
```

The orbital gap comes out at 9.77 eV. The relative energy (zero: lowest compared OMol25 entry of this formula, charge and spin) comes out at 104.1 kcal per mole. For the HOMO energy, the calculation gives -9.9 eV. The electronic energy comes out at -9875.547 eV. The total charge is 0.



(4)
A 2-piece molecular cluster, C2H10O3Si3 overall in a non-equilibrium geometry. Source: OMol25; level of theory: wB97M-V/def2-TZVPD.

Geometry as XYZ:
```
18
Properties=species:S:1:pos:R:3
C 2.15487 1.64796 -0.20929
C 1.78832 1.97759 -1.45465
Si 0.01310 2.11117 -2.25759
Si -1.56867 1.93740 -0.61023
O -3.00008 1.23268 -0.92416
O -1.03360 0.89893 0.60913
H 3.13485 1.94751 0.12874
H 1.38686 1.18394 0.28408
H 2.52855 2.53862 -1.89690
H 0.22845 3.61377 -2.48413
H -3.07943 0.40384 -0.57727
H -0.25693 1.23775 1.03856
O 0.16351 -4.34571 0.85192
Si -0.57324 -3.07327 1.60389
H 0.13005 -5.21017 1.24967
H -1.66911 -3.00390 0.56841
H -0.64661 -3.18210 2.97554
H 0.29911 -1.91601 1.10429
```

The orbital gap comes out at 6.76 eV. As for the SMILES: C=C[SiH]=[Si](O)O.O[SiH3]. The relative energy (zero: lowest compared OMol25 entry of this formula, charge and spin) comes out at 43.9 kcal per mole. For the HOMO energy, the calculation gives -7.8 eV. The electronic energy comes out at -32009.976 eV. The total charge is 0.



(5)
An isolated ion of composition C3H7NO and charge -1 in a non-equilibrium geometry. Source: OMol25; level of theory: wB97M-V/def2-TZVPD.

Geometry as XYZ:
```
12
Properties=species:S:1:pos:R:3
C -0.57442 -0.26160 0.59876
C 0.31663 -0.11930 -0.58913
C 1.73191 0.28356 -0.24555
O 2.43789 0.15827 0.82920
N -2.05820 0.00920 0.34799
H -0.59549 -1.17049 1.21729
H -0.25230 0.57869 1.23367
H 0.08825 -0.78581 -1.44541
H 1.01587 1.28203 -0.28204
H 2.40904 0.28051 -1.16771
H -1.92332 0.53598 -0.52397
H -2.59585 -0.79103 0.02689
```

Its multiplicity is 2. The orbital gap (alpha / beta) comes out at 6.10 / 7.29 eV. The relative energy (zero: lowest compared OMol25 entry of this formula, charge and spin) comes out at 53.2 kcal per mole. For the HOMO energy (alpha / beta), the calculation gives -1.5 / -2.7 eV. The electronic energy comes out at -6758.534 eV. The total charge is -1.



(6)
A 2-piece molecular cluster, C11H9O2S overall in a non-equilibrium geometry. Source: OMol25; level of theory: wB97M-V/def2-TZVPD.

Geometry as XYZ:
```
23
Properties=species:S:1:pos:R:3
C 0.25019 -1.23194 1.30607
C 0.26199 -0.39627 -1.01048
C -1.01615 -0.72058 1.45298
C -1.01457 0.04720 -0.76476
C 0.93067 -1.00972 0.07243
C -1.59755 -0.01166 0.44708
C 4.72817 0.09021 -0.39081
C 2.29878 -1.29971 -0.03820
C 3.54060 0.60919 -0.26006
C 2.90398 2.00939 -0.27673
C -2.92296 0.66425 0.65865
O 1.72066 2.14983 -0.53430
O 3.74112 2.85033 0.05156
S 3.26710 -2.63324 0.05435
H 0.69710 -1.61462 2.17790
H 0.67102 -0.30183 -1.97956
H -1.38179 -0.88306 2.57962
H -1.41701 0.47676 -1.62339
H 5.62240 0.70040 -0.34882
H 4.91925 -0.98652 -0.22850
H -3.72034 0.16073 0.10299
H -3.17377 0.61068 1.82049
H -2.94896 1.72940 0.19396
```

Its multiplicity is 3. The orbital gap (alpha / beta) comes out at 5.97 / 6.26 eV. For the HOMO energy (alpha / beta), the calculation gives -2.8 / -4.9 eV. The electronic energy comes out at -26478.904 eV. The total charge is -1.